## a
The following is a quantum chemistry calculation of 18 unconnected molecules or ions with the total composition H37O18, from the OMol25 dataset.

The spin multiplicity is 1. Its charge is +1. The molar mass is 325.278 g mol⁻¹. The orbital gap comes out at 10.156 eV. The calculation puts the highest occupied orbital energy at -13.0 eV.

Positions of all 55 atoms, in Å:
O -1.752 0.080 0.429
H -1.563 -0.477 2.644
H -1.025 -0.093 -0.185
O -3.498 -2.439 1.191
H 4.090 -5.241 0.334
O -2.019 0.516 -3.521
H -1.840 -0.373 -3.870
H -3.462 2.321 1.222
O -0.538 2.811 1.751
H -4.456 -2.428 1.064
H -0.019 3.590 1.960
O 3.812 -2.414 2.680
H 4.037 -3.234 3.142
H -2.571 5.054 -1.208
O 3.244 -4.827 0.167
H 2.798 -5.426 -0.439
H -2.096 2.700 1.123
O -0.724 1.976 -1.395
H 1.818 -1.291 -3.941
H 1.479 3.290 -0.595
O 3.417 0.330 1.933
H 3.283 -0.608 1.764
H 3.549 0.555 2.853
O 1.680 1.203 0.234
H 2.033 0.786 -0.557
H -3.711 -0.170 2.901
O -2.949 3.169 1.297
H -0.316 1.819 -2.253
H -0.254 2.100 2.333
O 4.856 -0.462 -2.848
H 5.664 0.054 -2.771
H 4.200 0.135 -3.218
O -0.026 -3.875 -1.765
H 0.708 -4.496 -1.660
H 0.494 -3.154 -2.152
O -0.821 -0.077 3.109
H 2.366 1.089 0.952
H -0.121 -0.729 2.996
O -2.321 4.263 -0.730
H -3.284 3.623 0.424
H -1.457 3.868 -0.877
O -2.498 -1.985 -1.238
H -2.384 -1.538 -0.392
H -1.936 -2.755 -1.092
O -3.913 0.398 2.148
H -1.148 0.105 1.206
H 3.028 -2.228 3.217
O 1.379 4.181 -0.937
H -2.571 0.157 -2.805
H 1.141 4.907 -0.366
O 1.198 -1.548 -3.249
H -3.290 -3.300 0.811
H 1.780 -1.692 -2.491
H -0.028 1.843 -0.750
H -3.467 -0.061 1.418

## b
The following is a quantum chemistry calculation of a molecular structure, H37O18, from the OMol25 dataset.

The spin multiplicity is 1. Its charge is +1. The molar mass is 325.278 g mol⁻¹. The orbital gap comes out at 10.445 eV. The calculation puts the highest occupied orbital energy at -13.1 eV.

Positions of all 55 atoms, in Å:
O 3.165 3.571 0.862
H -2.364 0.984 -5.487
H 3.012 4.393 0.296
O -2.360 -2.420 -1.749
H 1.808 0.751 4.288
O 4.695 1.889 2.421
H 4.974 2.097 1.450
H -0.239 1.282 -4.599
O -4.510 2.687 -0.175
H -2.968 -2.348 -2.479
H -5.249 3.228 0.256
O -0.107 1.023 1.752
H -0.251 1.923 1.306
H 0.773 0.564 1.794
O 1.877 0.015 5.058
H 2.399 -0.822 4.467
H 1.123 1.909 -4.601
O 4.848 -0.188 -1.507
H -0.904 -1.858 -0.548
H 3.305 0.489 2.834
O 2.881 3.395 -3.667
H 3.024 2.934 -4.558
H 2.679 2.646 -3.140
O -2.743 -2.971 2.645
H -2.425 -3.537 3.408
H -0.346 -2.344 2.764
O 0.691 1.308 -4.149
H 4.876 -0.013 -2.430
H -4.764 2.819 -1.119
O -1.981 -0.642 1.723
H -2.644 -0.379 0.982
H -1.563 -1.510 1.326
O -3.251 3.746 -3.242
H -3.991 3.105 -3.275
H -2.586 3.044 -3.310
O -1.843 1.441 -4.810
H -3.071 -2.049 2.973
H -2.339 2.310 -4.788
O 0.180 -4.207 2.204
H 1.039 -4.818 2.107
H -0.479 -4.855 1.822
O -3.195 -4.491 -0.089
H -3.478 -5.248 0.294
H -3.307 -3.818 0.550
O -0.192 -1.415 2.822
H 3.353 2.929 0.165
H -0.989 0.165 1.604
O 2.633 0.098 2.289
H 4.760 2.531 3.092
H 2.975 -0.452 1.653
O -0.026 -1.548 -0.616
H -2.210 -3.327 -1.444
H -0.174 -1.464 -1.686
H 5.325 -1.063 -1.578
H 0.158 -1.488 3.840

Each structure's energy above the most stable one, in hartree: a 0.0000; b 0.1301.

## a
The following is a quantum chemistry calculation of a gas-phase ion, C4H9N2O2 (charge -1), from the OMol25 dataset.

The spin multiplicity is 1. Its charge is -1. The molar mass is 117.128 g mol⁻¹. As for the SMILES: O=CNCCNC[O-]. The orbital gap comes out at 6.638 eV. The calculation puts the highest occupied orbital energy at -3.0 eV.

Positions of all 17 atoms, in Å:
C 0.320 -0.998 -0.517
N 0.409 0.286 -1.203
C -0.616 0.572 -2.406
O -0.140 0.220 -3.553
C -0.010 -0.776 0.980
N 0.176 0.595 1.444
C 0.147 0.809 2.775
O -0.040 1.908 3.283
H -0.421 -1.672 -0.939
H 1.254 -1.574 -0.581
H 1.259 0.280 -1.756
H -0.741 1.698 -2.284
H -1.561 0.080 -2.055
H 0.623 -1.472 1.549
H -1.032 -1.101 1.221
H 0.125 1.252 0.662
H 0.248 -0.107 3.379

## b
The following is a quantum chemistry calculation of 2 unconnected molecules or ions with the total composition C4H9N2O2, from the OMol25 dataset.

The spin multiplicity is 1. Its charge is -1. The molar mass is 117.128 g mol⁻¹. The orbital gap comes out at 7.640 eV. The calculation puts the highest occupied orbital energy at -3.7 eV.

Positions of all 17 atoms, in Å:
O 0.282 1.107 -1.496
C 0.232 -0.043 -0.951
N -0.030 -1.188 -1.538
C -2.723 0.704 -0.330
O -3.469 1.258 0.437
C 0.581 -0.037 0.578
C 1.945 0.609 0.775
N 0.533 -1.365 1.154
H -0.087 -0.927 -2.524
H -2.639 -0.394 -0.306
H -2.060 1.169 -1.075
H -0.171 0.652 0.976
H 2.158 0.634 1.845
H 2.691 -0.016 0.274
H 1.931 1.594 0.321
H -0.363 -1.791 1.171
H 1.189 -1.967 0.688

## c
The following is a quantum chemistry calculation of 2 unconnected molecules or ions with the total composition C4H9N2O2, from the OMol25 dataset.

The spin multiplicity is 1. Its charge is -1. The molar mass is 117.128 g mol⁻¹. The orbital gap comes out at 7.740 eV. The calculation puts the highest occupied orbital energy at -3.8 eV.

Positions of all 17 atoms, in Å:
O -0.068 -1.197 0.687
C -0.590 -0.402 -0.134
N -0.709 -0.555 -1.445
C 2.894 -0.919 -0.164
O 3.784 -0.620 0.587
C -1.301 0.861 0.401
C -2.785 0.600 0.550
N -1.160 2.044 -0.520
H -0.417 -1.516 -1.628
H 3.106 -1.047 -1.242
H 1.843 -1.087 0.134
H -0.854 1.105 1.370
H -3.026 -0.202 1.253
H -3.327 1.477 0.933
H -3.222 0.353 -0.417
H -1.106 2.822 0.137
H -0.212 2.012 -0.889

Each structure's energy above the most stable one, in hartree: a 0.0257; b 0.0000; c 0.0061.

## a
The following is a quantum chemistry calculation of 2 unconnected molecules or ions with the total composition C4H9N2O2, from the OMol25 dataset.

The spin multiplicity is 1. Its charge is -1. The molar mass is 117.128 g mol⁻¹. The orbital gap comes out at 8.458 eV. The calculation puts the highest occupied orbital energy at -4.4 eV.

Positions of all 17 atoms, in Å:
N 2.334 -2.769 -0.100
C 1.284 -1.820 -0.062
O 1.044 -1.338 1.074
O 0.733 -1.552 -1.144
H 2.606 -3.123 0.800
H 2.332 -3.414 -0.866
N 0.499 1.527 0.889
C -0.315 1.622 -0.321
C -2.760 1.201 -0.104
C -1.528 0.740 -0.180
H 1.402 1.962 0.749
H 0.707 0.531 1.020
H 0.218 1.275 -1.216
H -0.679 2.645 -0.474
H -3.617 0.549 0.044
H -2.978 2.265 -0.119
H -1.280 -0.300 0.008

## b
The following is a quantum chemistry calculation of 2 unconnected molecules or ions with the total composition C4H9N2O2, from the OMol25 dataset.

The spin multiplicity is 1. Its charge is -1. The molar mass is 117.128 g mol⁻¹. The orbital gap comes out at 3.224 eV. The calculation puts the highest occupied orbital energy at -3.7 eV.

Positions of all 17 atoms, in Å:
C -0.324 -0.130 -0.206
N -0.362 0.930 -1.122
C -1.530 1.504 -1.548
O -2.723 1.018 -1.688
C -1.205 -1.404 -0.338
N -0.510 -2.258 0.736
C 2.717 0.135 1.407
O 3.557 0.528 2.380
H -0.536 0.146 0.830
H 0.628 -0.656 -0.197
H 1.642 0.439 1.536
H -1.392 2.517 -1.795
H -1.047 -1.747 -1.334
H -2.262 -0.990 -0.528
H -1.071 -2.919 1.124
H 2.988 0.437 0.320
H 2.529 -0.923 1.321

## c
The following is a quantum chemistry calculation of a gas-phase ion, C4H9N2O2 (charge -1), from the OMol25 dataset.

The spin multiplicity is 1. Its charge is -1. The molar mass is 117.128 g mol⁻¹. As for the SMILES: C[C@H](N)CNC(=O)[O-]. The orbital gap comes out at 7.732 eV. The calculation puts the highest occupied orbital energy at -3.9 eV.

Positions of all 17 atoms, in Å:
C -0.039 0.729 0.433
N 0.494 1.380 -0.735
C -0.334 1.863 -1.759
O 0.293 2.564 -2.605
O -1.533 1.497 -1.764
C 0.477 -0.650 0.608
C -0.226 -1.620 -0.295
N 0.287 -1.172 1.993
H 0.160 1.352 1.373
H -1.167 0.821 0.290
H 1.474 1.536 -0.854
H 1.673 -0.572 0.500
H -1.295 -1.512 -0.410
H -0.044 -1.341 -1.421
H 0.259 -2.618 -0.156
H -0.462 -1.820 2.127
H -0.015 -0.437 2.675

Each structure's energy above the most stable one, in hartree: a 0.0000; b 0.3494; c 0.0154.

## a
The following is a quantum chemistry calculation of a single C8H11NO2 molecule, from the OMol25 dataset.

The spin multiplicity is 1. The molar mass is 153.181 g mol⁻¹. As for the SMILES: C[C@@H]1CCC(O)=C[C@H]2C(=O)N12. The orbital gap comes out at 9.451 eV. The calculation puts the highest occupied orbital energy at -8.9 eV.

Positions of all 22 atoms, in Å:
C 0.407 -1.448 0.677
C -1.175 -1.540 0.663
C 1.346 -1.750 -0.351
C -0.300 1.045 -0.034
C -1.526 0.280 -0.779
C 1.233 0.681 -0.397
C -2.178 -0.863 0.055
C 2.232 1.764 0.175
N 1.625 -0.560 0.208
O 1.647 -2.453 -1.231
O -3.517 -1.181 -0.049
H 0.751 -1.772 1.767
H -1.240 -2.419 1.276
H -0.432 2.210 -0.089
H -0.349 0.984 1.130
H -2.344 1.003 -0.972
H -1.243 -0.068 -1.754
H 1.548 0.750 -1.493
H 3.124 1.089 0.142
H 1.842 2.007 1.208
H 2.487 2.657 -0.439
H -3.937 -0.415 0.289

## b
The following is a quantum chemistry calculation of a single C8H11NO2 molecule, from the OMol25 dataset.

The spin multiplicity is 1. The molar mass is 153.181 g mol⁻¹. The orbital gap (spin up / spin down) comes out at 8.362 / 6.825 eV. The calculation puts the highest occupied orbital energy (spin up / spin down) at -8.0 / -6.8 eV.

Positions of all 22 atoms, in Å:
C 2.429 -0.231 -1.598
C -0.478 -0.855 0.863
C 0.478 0.650 -0.494
C 3.294 -1.196 -1.268
C -1.702 -0.712 1.279
C -2.265 -1.183 2.612
C -2.859 -0.279 0.367
C 2.052 2.082 -1.729
N 1.695 0.761 -1.249
O -0.325 1.537 -0.316
O 0.348 -0.560 -0.075
H 3.869 -1.087 -0.423
H 3.549 -2.033 -1.983
H -3.040 -0.510 2.864
H -2.781 -2.129 2.349
H -1.499 -1.110 3.344
H -3.652 -1.023 0.451
H -3.154 0.659 0.820
H -2.501 -0.217 -0.668
H 1.262 2.820 -1.281
H 2.946 2.282 -1.099
H 2.334 2.335 -2.767

Each structure's energy above the most stable one, in hartree: a 0.0000; b 0.0815.

## a
The following is a quantum chemistry calculation of a gas-phase ion, H2NO3S (charge -1), from the OMol25 dataset.

The spin multiplicity is 1. Its charge is -1. The molar mass is 96.087 g mol⁻¹. As for the SMILES: NS(=O)(=O)[O-]. The orbital gap comes out at 9.477 eV. The calculation puts the highest occupied orbital energy at -5.3 eV.

Positions of all 7 atoms, in Å:
N 1.348 -0.012 -0.180
O -1.325 -0.087 -0.911
O -0.842 -1.017 1.281
O -0.873 1.437 0.991
S -0.674 0.130 0.355
H 1.227 -0.967 -0.590
H 1.139 0.517 -0.946

## b
The following is a quantum chemistry calculation of 2 unconnected molecules or ions with the total composition H2NO3S, from the OMol25 dataset.

The spin multiplicity is 1. Its charge is -1. The molar mass is 96.087 g mol⁻¹. The orbital gap comes out at 7.292 eV. The calculation puts the highest occupied orbital energy at -3.1 eV.

Positions of all 7 atoms, in Å:
N -0.475 0.279 0.704
O -1.082 -1.055 1.047
O -2.883 0.657 -0.284
O 2.398 0.214 -0.573
S -1.660 -0.132 -0.275
H 1.616 0.677 -0.142
H 2.086 -0.641 -0.476

Each structure's energy above the most stable one, in hartree: a 0.0000; b 0.1090.

## a
The following is a quantum chemistry calculation of a single C6H13N3 molecule, from the OMol25 dataset.

The spin multiplicity is 1. The molar mass is 127.191 g mol⁻¹. As for the SMILES: C/C=C(/C)C(N)=C(N)N. The orbital gap comes out at 7.867 eV. The calculation puts the highest occupied orbital energy at -7.0 eV.

Positions of all 22 atoms, in Å:
C -2.129 -1.300 -0.709
C -0.802 1.571 1.286
C 0.355 -0.890 -0.108
C 1.151 0.325 -0.285
C -0.942 -0.486 -0.292
N 0.850 -2.139 0.259
N 2.124 0.681 0.641
N 1.537 0.730 -1.593
C -0.891 0.941 -0.086
H 1.848 -2.269 0.189
H 0.449 -2.588 1.070
H 1.607 1.739 -1.669
H 3.073 0.771 0.303
H 2.050 0.262 1.554
H 0.868 0.397 -2.276
H -1.463 1.562 -0.787
H -2.757 -0.725 -1.399
H -1.825 -2.228 -1.200
H -2.760 -1.570 0.145
H -0.190 2.481 1.286
H -0.359 0.883 2.010
H -1.795 1.852 1.660

## b
The following is a quantum chemistry calculation of a single C6H13N3 molecule, from the OMol25 dataset.

The spin multiplicity is 1. The molar mass is 127.191 g mol⁻¹. The orbital gap comes out at 6.663 eV. The calculation puts the highest occupied orbital energy at -5.8 eV.

Positions of all 22 atoms, in Å:
C 1.183 0.426 1.724
C 0.202 -1.156 -2.399
N 0.036 0.320 0.831
C 0.297 0.750 -0.571
C -0.063 -0.490 -1.095
N -1.090 0.903 1.478
N -1.468 -1.720 0.535
C -0.231 -1.123 0.248
C 0.625 2.023 -0.887
H -1.918 0.654 0.939
H -0.993 1.916 1.407
H -2.255 -1.287 0.072
H -1.650 -1.921 1.508
H 0.559 -1.778 0.656
H 2.041 -0.046 1.252
H 1.410 1.478 1.896
H 0.952 -0.057 2.672
H 0.230 -0.403 -3.182
H 1.158 -1.693 -2.411
H -0.582 -1.875 -2.636
H 0.822 2.297 -1.903
H 0.734 2.784 -0.134

## c
The following is a quantum chemistry calculation of a single C6H13N3 molecule, from the OMol25 dataset.

The spin multiplicity is 1. The molar mass is 127.191 g mol⁻¹. The orbital gap comes out at 6.623 eV. The calculation puts the highest occupied orbital energy at -6.0 eV.

Positions of all 22 atoms, in Å:
C 1.063 1.883 -0.658
C -2.304 0.469 -0.225
N 0.316 0.732 -0.214
N 1.649 -0.147 1.540
C 0.639 -0.182 0.645
C -1.054 -0.169 -0.794
N 2.120 -1.281 2.231
C -0.357 -1.245 0.400
C -1.004 -0.448 -2.138
H 2.297 0.626 1.528
H 1.413 -1.584 2.894
H 2.282 -2.042 1.578
H 0.589 2.202 -1.587
H 1.033 2.684 0.085
H 2.111 1.640 -0.863
H -2.624 1.312 -0.840
H -2.130 0.837 0.793
H -3.114 -0.262 -0.190
H -0.911 -1.567 1.287
H 0.047 -2.075 -0.174
H -0.159 -0.971 -2.566
H -1.904 -0.411 -2.733

Each structure's energy above the most stable one, in hartree: a 0.0000; b 0.0616; c 0.0764.